C35H38BN7O5Ta as an isolated structure. Source: the OMol25 dataset; level of theory: ωB97M-V/def2-TZVPD.

Structure (XYZ):
```
87
C35H38BN7O5Ta ωB97M-V/def2-TZVPD
Ta -0.0482 -0.2060 -0.0264
C -3.0577 0.1229 3.8237
C -2.0780 -0.9539 3.3421
C -2.5310 -1.5688 2.0419
C -0.6922 -0.3890 3.2913
C 0.0442 -0.1022 4.4293
C 1.2145 0.4699 3.9823
N 1.1910 0.5195 2.6557
N 0.0276 -0.0396 2.1874
B 2.1641 1.3491 1.7982
N 1.3763 2.4683 1.1681
C 1.5653 3.7812 1.2939
C 0.8436 4.4094 0.3114
C 0.2334 3.3856 -0.4170
N 0.5389 2.1859 0.1321
C -0.5550 3.6433 -1.6635
C -1.9338 4.2149 -1.3250
C 0.2085 4.5812 -2.6017
N 2.8028 0.5376 0.6536
C 4.1140 0.3417 0.5165
C 4.3427 -0.3219 -0.6621
C 3.0892 -0.5359 -1.2356
N 2.1467 0.0172 -0.4349
C 2.9588 -1.3393 -2.5126
C 3.8317 -0.6966 -3.6003
C 1.5792 -1.6143 -3.0872
H -4.0550 -0.3047 3.9270
H -2.7634 0.5383 4.7868
H -3.1102 0.9390 3.1000
H -2.0361 -1.7462 4.0953
H -2.6547 -0.8018 1.2726
H -1.8296 -2.3331 1.7123
H -3.5019 -2.0493 2.1627
H -0.2546 -0.2791 5.4477
H 2.0559 0.8718 4.5216
H 3.0305 1.7556 2.5120
H 2.2197 4.1695 2.0566
H 0.7876 5.4645 0.1125
H -0.6631 2.7024 -2.1876
H -1.8297 5.2026 -0.8727
H -2.5406 4.3311 -2.2249
H -2.4728 3.5920 -0.6097
H 0.3277 5.5717 -2.1616
H 1.1993 4.1900 -2.8342
H -0.3414 4.6979 -3.5360
H 4.7955 0.7011 1.2693
H 5.2925 -0.6319 -1.0592
H 3.4008 -2.3079 -2.2528
H 3.4340 0.2820 -3.8754
H 4.8659 -0.5670 -3.2879
H 3.8272 -1.3248 -4.4906
H 1.0878 -0.7030 -3.4179
H 1.6950 -2.2590 -3.9587
H 0.9417 -2.1441 -2.3790
O -4.0604 2.2813 -4.1116
C -3.3697 1.7194 -3.3249
C -3.6587 1.5505 -1.8044
O -4.6895 1.7478 -1.2344
C -2.3757 1.0166 -1.2614
C -1.5153 0.7332 -2.2757
O -0.3439 0.1993 -1.8406
C -1.9780 1.0798 -3.6099
O -1.4480 0.9291 -4.6751
O -2.0089 0.7503 -0.0400
N -1.6889 -1.7478 -1.0763
C -2.2098 -3.0080 -0.6587
C -3.5724 -3.2523 -0.6436
C -4.0296 -4.4945 -0.2403
C -3.1183 -5.4704 0.1429
C -1.7596 -5.2043 0.1233
C -1.2782 -3.9600 -0.2898
C 0.1589 -3.6171 -0.1745
C 1.0482 -4.6889 -0.2967
C 2.3462 -4.6233 0.1684
C 2.7472 -3.4836 0.8454
C 1.9067 -2.3851 0.8672
C 0.6344 -2.3394 0.2564
H -2.4633 -1.1494 -1.3353
H -1.1485 -1.9061 -1.9246
H -4.2679 -2.4771 -0.9467
H -5.0913 -4.6994 -0.2232
H -3.4688 -6.4394 0.4710
H -1.0657 -5.9575 0.4704
H 0.6876 -5.6106 -0.7347
H 3.0106 -5.4700 0.0564
H 3.7154 -3.4324 1.3259
H 2.2817 -1.5153 1.3884
```

Calculated values
* multiplicity: 1
* orbital gap: 6.854 eV
* molar mass: 828.493 g mol⁻¹
* maximum force: 1.512 eV/Å
* relative energy (zero: lowest compared OMol25 entry of this formula, charge and spin): 34.5 kcal/mol
* E_HOMO: -11.336 eV
* lowest unoccupied orbital energy: -4.482 eV
* net charge: +1

=====

A 3-piece molecular cluster, C23H26NO8S overall. Source: the OMol25 dataset; level of theory: ωB97M-V/def2-TZVPD.

Structure (XYZ):
```
59
C23H26NO8S ωB97M-V/def2-TZVPD
C -1.0492 -2.4109 1.9010
C -2.0936 -1.1876 1.7613
C -1.3453 0.2034 2.1485
N -0.9157 0.8283 0.8536
S 0.7651 0.6319 0.5337
C 1.1457 1.3282 -1.1728
C 0.3661 0.5381 -2.3232
C -1.1524 0.7456 -2.5155
C -1.8345 -0.0722 -3.6665
C -1.0540 -1.0379 -4.6050
C 0.4726 -1.1814 -4.3305
C 1.3440 -2.1995 -5.2358
C 1.2194 -0.4151 -3.2139
H -1.2511 -2.9560 2.8964
H -1.1660 -3.1206 1.0113
H 0.0014 -1.9582 1.9134
H -2.9878 -1.4152 2.4448
H -2.5211 -1.0639 0.6962
H -2.1643 0.8840 2.5950
H -0.5093 0.0673 2.9131
H -1.2365 1.7991 0.7423
H 1.0881 -0.7304 0.4643
H 2.2744 1.1938 -1.3457
H 0.8998 2.4415 -1.1446
H -1.7908 1.4623 -1.8798
H -2.9628 0.0295 -3.8354
H -1.5900 -1.5927 -5.4376
H 1.4327 -3.1592 -4.5958
H 0.7846 -2.4698 -6.2040
H 2.3974 -1.8056 -5.4389
H 2.3368 -0.5229 -3.0279
C 5.5900 4.2885 -2.5122
C 5.8758 5.2390 -3.4062
C 5.0499 5.4247 -4.6336
O 5.3277 6.3128 -5.4173
C 3.9227 4.5102 -4.8485
C 3.6400 3.5589 -3.9572
C 4.4504 3.3915 -2.7152
O 4.1534 2.5204 -1.9075
O 2.5965 2.7013 -4.1479
O 6.9311 6.0763 -3.2318
H 6.1799 4.1450 -1.6167
H 3.3421 4.6437 -5.7515
H 2.5989 2.1119 -3.3712
H 6.9240 6.6697 -4.0089
C -3.1256 -3.2695 7.4972
C -2.8482 -2.3286 6.5927
C -3.6785 -2.1608 5.3658
O -3.4055 -1.2754 4.5678
C -4.8002 -3.0813 5.1632
C -5.0767 -4.0256 6.0663
C -4.2631 -4.1759 7.3066
O -4.5549 -5.0360 8.1169
O -6.1121 -4.8877 5.8904
O -1.7935 -1.4808 6.7547
H -2.5324 -3.4001 8.3925
H -5.3837 -2.9600 4.2604
H -6.1036 -5.4687 6.6769
H -1.8074 -0.8974 5.9721
```

Calculated values
* multiplicity: 1
* orbital gap: 7.967 eV
* molar mass: 476.527 g mol⁻¹
* maximum force: 5.202 eV/Å
* E_HOMO: -11.676 eV
* lowest unoccupied orbital energy: -3.709 eV
* net charge: +1

=====

One molecule with the formula C21H25FN2O4S. Source: the OMol25 dataset; level of theory: ωB97M-V/def2-TZVPD.

Structure (XYZ):
```
54
C21H25FN2O4S ωB97M-V/def2-TZVPD
C -4.1583 -4.4047 -0.8106
C -4.1034 -2.9358 -0.5297
C -3.9862 -2.0140 -1.5650
C -3.9538 -0.6552 -1.3005
C -4.0376 -0.2169 0.0065
C -4.1662 -1.1135 1.0505
C -4.1973 -2.4695 0.7795
H -4.2995 -3.1768 1.5891
H -4.2554 -0.7350 2.0563
S -3.9529 1.5398 0.3545
O -4.6098 1.7822 1.6034
O -4.3722 2.2517 -0.8165
N -2.3429 1.8977 0.5769
C -1.7255 1.5111 1.8163
H -1.0394 2.3050 2.1343
C -0.9662 0.1772 1.7620
C 0.4093 0.3287 1.1346
O 1.4236 0.2221 1.7972
N 0.4472 0.5856 -0.1967
C -0.7341 0.8189 -0.9998
H -1.3986 -0.0517 -0.9549
C -1.5150 2.0763 -0.5828
H -0.8093 2.8927 -0.3916
H -2.1934 2.3774 -1.3824
H -0.4053 0.9386 -2.0331
C 1.7463 0.7720 -0.8088
H 2.4675 0.2127 -0.2099
C 2.1574 2.2560 -0.8372
O 3.4535 2.4731 -1.3319
C 4.4996 2.3211 -0.3886
C 4.8365 0.8847 -0.0686
C 4.6855 0.3797 1.2171
C 4.9761 -0.9447 1.4920
C 5.4167 -1.7551 0.4628
C 5.5756 -1.2801 -0.8270
C 5.2840 0.0462 -1.0840
H 5.3922 0.4409 -2.0829
H 5.9227 -1.9425 -1.6043
F 5.7004 -3.0506 0.7204
H 4.8543 -1.3495 2.4834
H 4.3204 1.0151 2.0089
H 4.2504 2.8607 0.5356
H 5.3616 2.8052 -0.8587
H 2.0589 2.6651 0.1787
H 1.4936 2.8105 -1.5092
H 1.7379 0.3687 -1.8239
H -0.8016 -0.1739 2.7817
H -1.5530 -0.5712 1.2266
H -2.5398 1.4527 2.5398
H -3.8827 0.0741 -2.0922
H -3.9247 -2.3621 -2.5855
H -5.1854 -4.7587 -0.7235
H -3.8062 -4.6249 -1.8148
H -3.5551 -4.9572 -0.0935
```

Calculated values
* multiplicity: 1
* orbital gap: 9.508 eV
* molar mass: 420.506 g mol⁻¹
* maximum force: 1.106 eV/Å
* SMILES: Cc1ccc(S(=O)(=O)N2CCC(=O)N(CCOCc3ccc(F)cc3)CC2)cc1
* relative energy (zero: lowest compared OMol25 entry of this formula, charge and spin): 11.2 kcal/mol
* E_HOMO: -9.033 eV
* lowest unoccupied orbital energy: 0.475 eV

=====

C19H31BrClF2NO3Si3 as an isolated structure. Source: the OMol25 dataset; level of theory: ωB97M-V/def2-TZVPD.

Structure (XYZ):
```
61
C19H31BrClF2NO3Si3 ωB97M-V/def2-TZVPD
C -3.2679 -2.7581 2.6116
C -1.8242 -3.1962 3.1941
O -1.2281 -2.2122 4.0754
C 0.2123 -2.1788 3.9660
C 0.8421 -0.7123 4.3300
Si 0.5658 0.3667 2.7598
C 1.0114 2.2111 2.9757
C 0.0394 3.2047 2.1123
C 0.6891 4.6974 1.9561
Cl -1.5555 3.4858 3.0486
O -1.1855 0.3259 2.4727
C -1.4114 -0.2634 1.1895
N -1.7000 -1.0140 0.2758
O 1.2837 -0.4159 1.3940
Si 2.9804 -0.1264 1.2516
Br 4.0262 -2.1397 1.0855
C 3.3178 1.0000 -0.2961
F 3.1307 2.3984 -0.0249
F 4.7426 0.8244 -0.5912
C 2.5004 0.5154 -1.6144
C 0.9315 0.8658 -1.5639
Si 0.0639 0.9763 -3.2703
C -1.3511 2.2962 -3.0567
C 1.2171 1.3685 -4.7441
C -0.8825 -0.7089 -3.4993
C 0.0180 -1.9955 -3.4901
C -0.6023 -3.4296 -3.6208
C -2.1780 -3.4759 -3.7636
C -3.0796 -2.2071 -3.7857
C -2.4336 -0.7736 -3.6497
H -3.4471 -3.1697 1.5455
H -4.1466 -3.1576 3.2499
H -3.4127 -1.6242 2.5383
H -2.0144 -4.1771 3.7878
H -1.1810 -3.4848 2.2921
H 0.6112 -2.4921 2.9240
H 0.6165 -2.9806 4.6999
H 0.1750 -0.3038 5.1787
H 1.9502 -0.7650 4.6036
H 2.1126 2.4756 2.8224
H 0.7748 2.4756 4.0831
H -0.2712 2.7549 1.1100
H 0.2285 5.3771 2.7619
H 0.3544 5.1336 0.9378
H 1.8250 4.6821 2.0732
H 3.4727 0.6157 2.4176
H 2.9551 1.1430 -2.4810
H 2.7416 -0.5762 -1.8648
H 0.3696 0.0390 -0.9731
H 0.8238 1.8793 -1.0344
H -2.1018 2.2649 -3.9194
H -1.8442 2.0180 -2.0416
H -0.9154 3.3569 -2.8851
H 0.5663 1.2801 -5.7008
H 1.5266 2.4806 -4.6850
H 2.1091 0.6567 -4.8604
H 1.1519 -1.8942 -3.3510
H 0.0373 -4.3809 -3.6160
H -2.6809 -4.5021 -3.8323
H -4.2300 -2.2504 -3.8613
H -3.0294 0.1964 -3.6480
```

Calculated values
* multiplicity: 1
* orbital gap: 8.925 eV
* molar mass: 559.072 g mol⁻¹
* maximum force: 6.418 eV/Å
* E_HOMO: -8.592 eV
* lowest unoccupied orbital energy: 0.333 eV

=====

C42H29BrF4N4OPRe as an isolated structure. Source: the OMol25 dataset; level of theory: ωB97M-V/def2-TZVPD.

Structure (XYZ):
```
83
C42H29BrF4N4OPRe ωB97M-V/def2-TZVPD
Re 0.6307 -1.0017 0.1460
C 0.5023 -1.1762 -4.3024
C 0.9728 -1.0292 -2.9912
N 0.1764 -1.0815 -1.9344
C -1.1582 -1.3043 -2.1345
C -1.6992 -1.5120 -3.4094
C -0.8277 -1.4201 -4.5169
C -3.0765 -1.8391 -3.5149
C -3.8406 -1.9956 -2.3895
C -3.2994 -1.7708 -1.1110
C -1.9867 -1.3594 -0.9753
N -1.3162 -1.0513 0.2143
C -1.9382 -0.8502 1.4516
C -3.2448 -0.4722 1.6925
C -3.7137 -0.3732 3.0149
C -2.8971 -0.6573 4.0768
C -1.5349 -0.9942 3.8655
C -0.6263 -1.3050 4.9005
C 0.6634 -1.6391 4.5792
C 1.0654 -1.6060 3.2386
N 0.2536 -1.2681 2.2475
C -1.0570 -1.0279 2.5506
H 1.2047 -1.1116 -5.1207
H 2.0241 -0.8746 -2.7974
H -1.2129 -1.5590 -5.5188
H -3.5025 -2.0073 -4.4956
H -4.8733 -2.3032 -2.4736
H -3.9209 -1.9509 -0.2487
H -3.9019 -0.1971 0.8834
H -4.7393 -0.0764 3.1844
H -3.2765 -0.6154 5.0897
H -0.9583 -1.2985 5.9310
H 1.3833 -1.9139 5.3366
H 2.0844 -1.8508 2.9710
O 2.7198 -1.1812 -0.2446
C 3.3744 -2.4653 -0.0486
C 2.3219 -3.5303 -0.1239
C 2.6598 -4.8618 -0.2851
C 1.6551 -5.8148 -0.2677
C 0.3417 -5.3994 -0.0947
C 0.0783 -4.0539 0.0437
N 1.0511 -3.1240 0.0313
H 3.2795 -0.4815 0.1438
H 3.8517 -2.4625 0.9352
H 4.1410 -2.5842 -0.8133
H 3.6957 -5.1441 -0.4165
H 1.8926 -6.8631 -0.3859
H -0.4740 -6.1077 -0.0721
H -0.9340 -3.6927 0.1646
F 3.5953 5.6679 3.0601
C 2.9511 4.7282 2.4208
C 1.8963 5.0404 1.5805
F 1.5248 6.2864 1.4088
C 1.2331 4.0186 0.9137
F 0.2460 4.3751 0.0962
C 1.5688 2.6742 1.0568
P 0.6052 1.5203 0.0157
C 1.1301 2.0706 -1.6329
C 0.3719 2.8494 -2.5018
C 0.9189 3.2791 -3.7043
C 2.2295 2.9698 -4.0322
C 3.0115 2.2363 -3.1476
C 2.4611 1.7920 -1.9579
C -1.1120 2.0194 0.3186
C -2.0750 1.9361 -0.6867
C -3.3718 2.3645 -0.4420
C -3.7211 2.8543 0.8096
C -2.7752 2.8996 1.8244
C -1.4728 2.4865 1.5823
C 2.6540 2.3964 1.8904
Br 3.3678 0.6640 2.1606
C 3.3301 3.3961 2.5649
F 4.3545 3.1136 3.3488
H -0.6257 3.1671 -2.2372
H 0.3238 3.8868 -4.3724
H 2.6548 3.3300 -4.9591
H 4.0479 2.0288 -3.3788
H 3.0934 1.2501 -1.2619
H -1.8192 1.5642 -1.6701
H -4.1053 2.3359 -1.2376
H -4.7251 3.2154 0.9885
H -3.0422 3.2822 2.8004
H -0.7377 2.5603 2.3754
```

Calculated values
* multiplicity: 2
* orbital gap (spin up / spin down): 5.911 / 6.610 eV
* molar mass: 978.798 g mol⁻¹
* maximum force: 0.487 eV/Å
* ⟨S²⟩: 1.155
* relative energy (zero: lowest compared OMol25 entry of this formula, charge and spin): 0.0 kcal/mol
* E_HOMO (spin up / spin down): -16.479 / -16.214 eV
* lowest unoccupied orbital energy (spin up / spin down): -10.568 / -9.604 eV
* net charge: +3

=====

One molecule with the formula C8H8F3N7S. Source: the OMol25 dataset; level of theory: ωB97M-V/def2-TZVPD.

Structure (XYZ):
```
27
C8H8F3N7S ωB97M-V/def2-TZVPD
F -2.3158 4.7037 -1.5348
F -0.5017 4.3278 -2.8181
F -0.2834 5.0261 -0.7770
S 3.0139 -3.3480 1.6258
N -2.1188 1.9538 -1.0960
N -2.4396 -0.3268 -0.4543
N 0.1378 2.1618 -0.7128
C 2.8599 -1.7310 1.4155
C -1.6936 0.8179 -0.6240
C -1.7399 -1.3778 -0.1581
C -0.9642 2.7585 -1.1169
C -0.2802 -1.3873 0.0340
C 0.4186 -0.2353 -0.1371
N 2.9313 -0.8983 2.4872
N -0.3230 0.8964 -0.4172
N 2.6054 -1.2694 0.1465
N 1.7741 -0.1161 -0.0827
C -2.5152 -2.6106 0.1170
C -1.0280 4.2522 -1.5820
H 0.2517 -2.2969 0.3144
H 3.0510 -1.3297 3.4116
H 2.5998 0.0656 2.3723
H 2.4863 -2.0508 -0.5183
H 2.1600 0.7604 -0.4587
H -1.8352 -3.4421 0.3084
H -3.1062 -2.4501 0.9982
H -3.1449 -2.8538 -0.7431
```

Calculated values
* multiplicity: 1
* orbital gap: 9.349 eV
* molar mass: 291.262 g mol⁻¹
* maximum force: 2.593 eV/Å
* SMILES: Cc1cc(NNC(N)=S)n2nc(C(F)(F)F)nc2n1
* relative energy (zero: lowest compared OMol25 entry of this formula, charge and spin): 0.0 kcal/mol
* E_HOMO: -9.035 eV
* lowest unoccupied orbital energy: 0.314 eV

=====

One molecule with the formula CHO3PS. Source: the OMol25 dataset; level of theory: ωB97M-V/def2-TZVPD.

Structure (XYZ):
```
7
CHO3PS ωB97M-V/def2-TZVPD
C 1.0975 -0.4096 0.2583
O -0.0696 -0.1508 -0.3726
O 0.8338 -0.6456 1.5417
O 2.1220 -0.3164 -0.3372
P -1.5158 0.3931 -1.8125
S -2.3699 1.6783 -0.8195
H -0.0979 -0.5489 1.5417
```

Calculated values
* multiplicity: 1
* orbital gap: 7.460 eV
* molar mass: 124.057 g mol⁻¹
* maximum force: 3.376 eV/Å
* SMILES: O=C(O)OP=S
* relative energy (zero: lowest compared OMol25 entry of this formula, charge and spin): 31.8 kcal/mol
* E_HOMO: -9.857 eV
* lowest unoccupied orbital energy: -2.397 eV

=====

C22H24Cl2NOPV as an isolated structure. Source: the OMol25 dataset; level of theory: ωB97M-V/def2-TZVPD.

Structure (XYZ):
```
52
C22H24Cl2NOPV ωB97M-V/def2-TZVPD
V 1.1507 -0.3592 -1.7214
N 1.5062 1.7906 -1.6709
C 1.3909 2.4600 -0.3542
C 1.8553 3.7563 -0.2144
C 1.6961 4.4015 1.0024
C 1.0598 3.7595 2.0601
C 0.6006 2.4635 1.9052
C 0.7805 1.7909 0.6954
P 0.2226 0.1000 0.4230
C -1.5403 0.0466 0.8059
C -2.4042 0.6742 -0.0957
C -3.7644 0.7233 0.1550
C -4.2733 0.1352 1.3085
C -3.4219 -0.4868 2.2083
C -2.0542 -0.5304 1.9622
C 1.0710 -0.9829 1.6047
C 0.7531 -2.3444 1.5608
C 1.4255 -3.2495 2.3683
C 2.4303 -2.8024 3.2207
C 2.7552 -1.4542 3.2647
C 2.0796 -0.5446 2.4580
H 2.3983 2.0736 -2.0748
H 0.8164 2.2115 -2.2937
H 2.3255 4.2677 -1.0457
H 2.0568 5.4145 1.1209
H 0.9244 4.2754 3.0007
H 0.0992 1.9668 2.7281
H -2.0142 1.1531 -0.9890
H -4.4291 1.2232 -0.5372
H -5.3366 0.1699 1.5059
H -3.8207 -0.9343 3.1087
H -1.4002 -1.0127 2.6777
H -0.0432 -2.7085 0.9188
H 1.1560 -4.2976 2.3436
H 2.9494 -3.5066 3.8573
H 3.5307 -1.1057 3.9338
H 2.3503 0.5030 2.4991
Cl 3.3952 -0.8859 -0.9925
C 3.1137 -2.6523 -1.2815
Cl 1.4535 -2.7413 -2.0287
H 3.0819 -3.1473 -0.3177
H 3.8445 -3.0441 -1.9777
C -1.8294 0.0503 -4.7870
C -1.4737 -0.4820 -3.4498
C -2.3777 -1.4296 -2.7508
O -0.4055 -0.1410 -2.9154
H -2.8503 0.4362 -4.7725
H -1.8328 -0.7855 -5.4941
H -1.1323 0.8110 -5.1221
H -2.4212 -2.3483 -3.3454
H -3.3956 -1.0356 -2.7288
H -2.0523 -1.6450 -1.7368
```

Calculated values
* multiplicity: 2
* orbital gap (spin up / spin down): 8.165 / 7.730 eV
* molar mass: 471.264 g mol⁻¹
* maximum force: 0.652 eV/Å
* ⟨S²⟩: 0.762
* relative energy (zero: lowest compared OMol25 entry of this formula, charge and spin): 1.9 kcal/mol
* E_HOMO (spin up / spin down): -14.377 / -13.767 eV
* lowest unoccupied orbital energy (spin up / spin down): -6.212 / -6.037 eV
* net charge: +2

=====

One molecule with the formula CH2Cl3P. Source: the OMol25 dataset; level of theory: ωB97M-V/def2-TZVPD.

Structure (XYZ):
```
7
CH2Cl3P ωB97M-V/def2-TZVPD
C -1.4919 0.1244 -0.3600
P 0.6397 -0.0334 0.1313
Cl 1.3892 1.6397 -0.6214
Cl 1.9560 -0.3971 1.6672
Cl 1.2117 -1.4248 -1.1662
H -1.8839 -0.8228 0.0245
H -1.8208 0.9140 0.3246
```

Calculated values
* multiplicity: 1
* orbital gap: 8.167 eV
* molar mass: 151.360 g mol⁻¹
* maximum force: 3.196 eV/Å
* SMILES: C=P(Cl)(Cl)Cl
* relative energy (zero: lowest compared OMol25 entry of this formula, charge and spin): 31.9 kcal/mol
* E_HOMO: -8.845 eV
* lowest unoccupied orbital energy: -0.677 eV

=====

What is the formula in the fifth record? C42H29BrF4N4OPRe